No. 1
A cluster of 11 separate species, C15H52O11 in total in a non-equilibrium geometry. Source: the OMol25 dataset; level of theory: wB97M-V/def2-TZVPD.

energy relative to the best compared isomer or geometry (same formula, charge and spin) = 38.9 kcal per mole
net charge = 0
multiplicity = 1
E_HOMO = -9.78 eV
max |F| = 3.62 eV Å⁻¹
molar mass = 408.57 g/mol
orbital gap = 9.98 eV
LUMO = 0.2081 eV
SMILES string = CC(C)O.CC(C)O.CC(C)O.CC(C)O.CC(C)O.O.O.O.O.O.O

Positions of all 78 atoms, in Å:
C1 -1.293 2.813 2.174
C2 -0.312 2.474 3.232
C3 -0.061 3.553 4.304
O1 -0.843 1.439 3.933
H1 -2.271 3.121 2.541
H2 -1.480 1.983 1.493
H3 -1.078 3.743 1.647
H4 0.659 2.232 2.799
H5 -0.917 3.875 4.896
H6 0.429 4.396 3.818
H7 0.625 3.147 5.048
H8 -1.705 1.720 4.247
C4 -5.652 2.434 -1.673
C5 -4.363 1.635 -1.984
C6 -4.504 0.210 -1.490
O2 -4.085 1.565 -3.386
H9 -5.724 2.586 -0.596
H10 -6.587 1.878 -1.750
H11 -5.755 3.322 -2.296
H12 -3.489 2.095 -1.523
H13 -4.456 0.196 -0.401
H14 -3.689 -0.362 -1.932
H15 -5.445 -0.264 -1.768
H16 -4.845 1.109 -3.754
C7 -3.026 -5.998 1.945
C8 -2.347 -5.816 0.607
C9 -3.233 -4.999 -0.351
O3 -1.014 -5.378 0.710
H17 -3.292 -4.999 2.292
H18 -2.474 -6.523 2.724
H19 -3.963 -6.524 1.761
H20 -2.337 -6.843 0.243
H21 -2.756 -4.758 -1.300
H22 -3.563 -4.067 0.108
H23 -4.127 -5.567 -0.606
H24 -1.048 -4.574 1.233
C10 2.864 5.041 -4.314
C11 3.400 5.119 -2.950
C12 2.346 4.583 -1.953
O4 4.626 4.447 -2.876
H25 1.920 5.531 -4.550
H26 2.707 3.979 -4.501
H27 3.699 5.314 -4.959
H28 3.614 6.173 -2.775
H29 1.390 5.104 -2.010
H30 2.695 4.501 -0.924
H31 2.011 3.560 -2.126
H32 4.415 3.511 -2.861
C13 3.388 -0.373 4.931
C14 4.114 -1.537 4.260
C15 3.371 -2.050 2.963
O5 5.338 -0.903 3.904
H33 2.404 -0.709 5.257
H34 3.331 0.594 4.430
H35 3.904 -0.151 5.865
H36 4.314 -2.361 4.945
H37 4.084 -2.623 2.370
H38 2.994 -1.198 2.398
H39 2.485 -2.665 3.123
H40 5.161 -0.278 3.198
O6 -0.117 0.796 -4.334
H41 -0.218 1.252 -5.170
H42 -1.013 0.609 -4.054
O7 3.707 -2.842 -3.354
H43 3.008 -3.443 -3.097
H44 4.420 -3.028 -2.742
O8 -1.071 -1.746 1.974
H45 -1.047 -0.980 2.547
H46 -0.686 -1.442 1.152
O9 0.543 -4.490 -2.599
H47 0.309 -4.882 -1.757
H48 0.491 -5.213 -3.224
O10 3.431 0.621 -2.657
H49 2.676 0.805 -3.217
H50 3.606 -0.310 -2.790
O11 0.351 -0.980 -1.125
H51 0.484 -0.355 -1.838
H52 0.570 -1.830 -1.507



No. 2
A cluster of 7 separate species, C25H37Br3O18 in total in a non-equilibrium geometry. Source: the OMol25 dataset; level of theory: wB97M-V/def2-TZVPD.

energy relative to the best compared isomer or geometry (same formula, charge and spin) = 0.0 kcal per mole
net charge = 0
multiplicity = 1
E_HOMO = -10.69 eV
max |F| = 6.41 eV Å⁻¹
molar mass = 865.26 g/mol
orbital gap = 9.80 eV
LUMO = -0.8934 eV
SMILES string = C[C@H]1COC(=O)O1.C[C@H]1COC(=O)O1.C[C@H]1COC(=O)O1.C[C@H]1COC(=O)O1.C[C@H]1COC(=O)O1.C[C@H]1COC(=O)O1.BrC(Br)Br

Positions of all 83 atoms, in Å:
C1 18.725 30.874 -1.995
C2 19.650 31.344 -3.196
C3 20.982 30.601 -3.459
O1 20.838 30.072 -4.800
C4 19.642 30.418 -5.326
O2 19.119 30.162 -6.455
O3 18.955 31.155 -4.427
H1 17.972 31.662 -2.011
H2 19.314 30.800 -1.081
H3 18.245 29.921 -2.216
H4 19.878 32.410 -3.181
H5 21.216 29.966 -2.604
H6 21.761 31.361 -3.393
C5 21.675 24.712 -10.550
C6 22.881 25.246 -11.347
C7 23.218 26.727 -11.166
O4 24.205 26.772 -10.193
C8 24.755 25.526 -10.010
O5 25.792 25.230 -9.392
O6 23.958 24.565 -10.680
H7 21.496 23.637 -10.558
H8 20.798 25.078 -11.084
H9 21.516 25.112 -9.549
H10 22.740 24.942 -12.384
H11 22.257 27.172 -10.908
H12 23.455 27.245 -12.096
C9 12.956 29.457 -9.500
C10 13.187 29.189 -10.970
C11 13.777 27.919 -11.261
O7 13.339 27.524 -12.544
C12 12.143 28.118 -12.575
O8 11.282 27.774 -13.228
O9 11.933 28.993 -11.558
H13 13.898 29.541 -8.959
H14 12.213 28.788 -9.066
H15 12.461 30.410 -9.312
H16 13.591 30.054 -11.497
H17 13.650 27.148 -10.501
H18 14.864 27.998 -11.254
C13 5.031 16.802 -4.205
C14 5.933 17.921 -3.778
C15 7.368 18.066 -4.306
O10 7.053 18.859 -5.392
C16 6.055 19.721 -5.149
O11 5.858 20.765 -5.790
O12 5.334 19.137 -4.168
H19 5.472 15.807 -4.146
H20 4.800 16.815 -5.270
H21 4.122 16.788 -3.603
H22 5.878 17.993 -2.692
H23 7.917 17.138 -4.462
H24 7.868 18.712 -3.583
C17 23.662 21.199 -0.421
C18 22.893 20.320 0.653
C19 23.207 18.785 0.330
O13 23.771 18.304 1.515
C20 24.019 19.384 2.398
O14 24.670 19.290 3.419
O15 23.508 20.475 1.908
H25 23.051 21.087 -1.317
H26 24.648 20.734 -0.443
H27 23.639 22.207 -0.006
H28 21.816 20.444 0.541
H29 24.043 18.671 -0.360
H30 22.366 18.220 -0.072
C21 10.863 18.447 -10.913
C22 11.936 19.327 -10.232
C23 13.108 18.834 -9.498
O16 14.209 19.569 -9.882
C24 13.739 20.343 -10.939
O17 14.474 21.168 -11.544
O18 12.500 20.005 -11.257
H31 10.456 17.881 -10.075
H32 11.126 17.755 -11.714
H33 10.032 19.069 -11.245
H34 11.452 20.097 -9.631
H35 13.172 17.774 -9.742
H36 12.951 18.870 -8.420
Br1 16.221 24.385 -5.463
C25 15.996 23.296 -3.790
Br2 17.593 22.052 -3.578
Br3 14.263 22.311 -3.713
H37 16.124 24.051 -3.015



No. 3
A structure of composition C9H11Br2IO5PS. Source: the OMol25 dataset; level of theory: wB97M-V/def2-TZVPD.

net charge = +1
multiplicity = 1
E_HOMO = -12.39 eV
max |F| = 0.99 eV Å⁻¹
molar mass = 548.94 g/mol
orbital gap = 7.97 eV
LUMO = -4.4221 eV

Positions of all 30 atoms, in Å:
C1 3.954 -2.909 0.252
C2 3.138 -2.007 1.169
Br1 2.098 -3.039 2.438
C3 2.248 -0.974 0.488
Br2 3.350 0.421 -0.259
S1 1.318 -1.641 -0.938
P1 -0.706 -2.409 -0.505
O1 -0.683 -2.085 1.073
I1 -0.265 -4.785 -0.587
H1 4.884 -2.421 -0.026
H2 3.412 -3.229 -0.634
H3 4.222 -3.810 0.797
H4 3.826 -1.425 1.777
H5 1.545 -0.505 1.168
H6 0.961 -0.486 -1.521
H7 -1.515 -2.389 1.459
C4 -2.667 3.548 -1.258
C5 -1.468 2.981 -1.449
C6 -1.012 1.789 -0.647
O2 0.098 1.327 -0.916
C7 -1.871 1.265 0.377
C8 -3.075 1.832 0.578
C9 -3.554 3.011 -0.244
O3 -4.662 3.432 0.008
O4 -3.927 1.422 1.487
O5 -0.598 3.410 -2.350
H8 -3.006 4.399 -1.831
H9 -1.520 0.432 0.968
H10 -4.714 2.002 1.419
H11 0.188 2.840 -2.292



No. 4
A structure of composition C34H51BaClN5O4. Source: the OMol25 dataset; level of theory: wB97M-V/def2-TZVPD.

energy relative to the best compared isomer or geometry (same formula, charge and spin) = 53.4 kcal per mole
net charge = -1
multiplicity = 1
E_HOMO = -3.82 eV
max |F| = 0.81 eV Å⁻¹
molar mass = 766.59 g/mol
orbital gap = 6.16 eV
LUMO = 2.3423 eV

Positions of all 96 atoms, in Å:
Ba1 0.157 -0.229 -0.209
C1 -2.802 0.699 0.474
C2 -2.614 0.306 -0.865
C3 -1.917 1.347 -1.531
C4 -1.703 2.393 -0.601
C5 -2.268 2.005 0.628
C6 -2.593 2.892 1.796
C7 -1.151 3.744 -0.950
C8 -1.702 1.467 -3.017
C9 -3.167 -0.930 -1.523
C10 -3.523 -0.059 1.551
H1 -3.665 3.125 1.796
H2 -2.072 3.851 1.762
H3 -2.394 2.433 2.767
H4 -1.910 4.395 -1.401
H5 -0.332 3.674 -1.670
H6 -0.765 4.272 -0.075
H7 -2.349 0.773 -3.557
H8 -0.679 1.273 -3.359
H9 -1.943 2.476 -3.363
H10 -3.967 -0.676 -2.229
H11 -3.588 -1.618 -0.790
H12 -2.409 -1.495 -2.064
H13 -4.298 0.554 2.023
H14 -2.861 -0.393 2.360
H15 -4.013 -0.951 1.158
O1 3.585 -1.687 -0.798
Cl1 3.356 -0.770 0.262
O2 4.535 -0.498 1.003
O3 2.807 0.464 -0.294
O4 2.315 -1.285 1.127
C11 -2.320 -3.861 2.624
C12 -1.839 -4.239 1.246
C13 -1.984 -5.544 0.779
C14 -1.540 -5.846 -0.503
C15 -1.690 -7.243 -1.052
C16 -0.952 -4.876 -1.298
C17 -0.757 -3.531 -0.871
C18 -1.255 -3.281 0.442
N1 -0.191 -2.509 -1.552
C19 0.329 -2.701 -2.901
C20 1.501 -3.703 -2.996
C21 2.061 -3.756 -4.422
C22 2.615 -2.385 -4.812
C23 1.487 -1.354 -4.745
C24 0.388 -1.736 -5.737
C25 -0.173 -3.107 -5.356
C26 0.948 -4.150 -5.399
C27 -0.761 -3.042 -3.943
C28 0.916 -1.342 -3.328
H16 -2.805 -4.706 3.115
H17 -3.035 -3.037 2.582
H18 -1.488 -3.539 3.255
H19 -2.442 -6.306 1.400
H20 -2.180 -7.899 -0.332
H21 -0.718 -7.676 -1.297
H22 -2.285 -7.243 -1.969
H23 -0.636 -5.186 -2.282
H24 -1.228 -2.284 0.883
H25 1.199 -4.703 -2.689
H26 2.274 -3.380 -2.293
H27 2.864 -4.498 -4.464
H28 3.039 -2.417 -5.823
H29 3.420 -2.103 -4.126
H30 1.879 -0.361 -4.991
H31 0.792 -1.757 -6.756
H32 -0.413 -0.990 -5.718
H33 -0.962 -3.386 -6.063
H34 1.350 -4.227 -6.416
H35 0.550 -5.136 -5.133
H36 -1.254 -3.984 -3.706
H37 -1.533 -2.266 -3.897
H38 0.121 -0.592 -3.260
H39 1.713 -1.078 -2.625
C29 0.909 2.861 2.102
N2 1.082 1.422 2.364
C30 0.174 1.044 3.455
N3 0.405 1.825 4.673
C31 0.248 3.246 4.348
N4 1.161 3.681 3.289
C32 2.529 3.422 3.740
N5 2.748 2.010 4.049
C33 2.467 1.226 2.844
C34 1.796 1.613 5.085
H40 -0.104 3.026 1.747
H41 1.610 3.155 1.317
H42 0.330 -0.014 3.687
H43 -0.854 1.182 3.118
H44 0.448 3.833 5.249
H45 -0.778 3.431 4.032
H46 2.727 4.020 4.634
H47 3.228 3.722 2.956
H48 2.618 0.169 3.060
H49 3.154 1.521 2.053
H50 1.987 2.197 5.989
H51 1.944 0.555 5.312



No. 5
A cluster of 2 separate species, CH4NO2Si in total in a non-equilibrium geometry. Source: the OMol25 dataset; level of theory: wB97M-V/def2-TZVPD.

energy relative to the best compared isomer or geometry (same formula, charge and spin) = 40.0 kcal per mole
net charge = -1
multiplicity = 1
E_HOMO = -3.70 eV
max |F| = 3.55 eV Å⁻¹
molar mass = 90.13 g/mol
orbital gap = 7.77 eV
LUMO = 4.0729 eV

Positions of all 9 atoms, in Å:
C1 -2.786 -0.174 -0.094
N1 0.529 -0.572 0.957
O1 -3.194 -1.248 -0.565
O2 -3.329 0.889 0.260
Si1 -0.835 0.266 0.141
H1 1.148 0.233 0.894
H2 0.842 -1.367 0.529
H3 -0.248 0.864 -1.769
H4 -0.696 1.437 1.054